ORCA calculation (the ωB97M-V functional and the def2-TZVPD basis) on 2 unconnected molecules or ions with the total composition C14H16 in a non-equilibrium geometry.

Summary:
SMILES string ... Cc1ccccc1.Cc1ccccc1
Kohn-Sham gap ... 9.8882 eV
E_tot ... -14777.0606 eV
Energy relative to the best compared isomer or geometry (same formula, charge and spin) ... 16.3 kcal/mol
LUMO level ... 0.95 eV

Last column: Löwdin charge in e.
Geometry (Å):
C -0.9198 2.0916 1.5767  -0.050
C 3.0807 0.6052 2.1783  -0.100
C 2.5901 1.6398 2.9694  -0.096
C 2.2198 -0.0344 1.3004  -0.085
C 1.2808 2.0830 2.8447  -0.058
C 0.9277 0.4452 1.1555  -0.055
C 0.4549 1.5550 1.8590  -0.277
H 4.0531 0.1864 2.4202  0.099
H 3.2236 2.1205 3.7081  0.100
H 2.5367 -0.8534 0.6663  0.102
H 1.0099 2.9308 3.4502  0.103
H 0.1758 -0.0361 0.5398  0.102
H -1.6711 1.3081 1.6493  0.085
H -0.9509 2.5045 0.5660  0.059
H -1.0814 2.9846 2.1851  0.078
C -1.6232 1.1252 -1.7856  -0.073
C -0.5511 -0.8755 -2.8694  -0.052
C -1.5408 -0.3417 -2.0340  -0.285
C -0.2667 -2.2280 -2.8259  -0.091
C -2.3083 -1.2046 -1.2595  -0.056
C -0.9087 -3.0538 -1.9116  -0.102
C -1.9536 -2.5518 -1.1444  -0.084
H -0.1321 -0.2584 -3.6476  0.111
H 0.5003 -2.6285 -3.4824  0.102
H -1.7000 1.8027 -2.6450  0.082
H -0.6526 1.4733 -1.4176  0.071
H -3.2169 -0.8328 -0.8029  0.109
H -0.5851 -4.0448 -1.6455  0.095
H -2.3665 -3.1958 -0.3854  0.098
H -2.3661 1.5265 -1.1082  0.070

---

ORCA calculation (the ωB97M-V functional and the def2-TZVPD basis) on a gas-phase ion, C9H20N2O3P (charge +1) in a non-equilibrium geometry.

Summary:
SMILES string ... CCO[P@@](=O)(O)C#[N+]N(C(C)C)C(C)C
Kohn-Sham gap ... 9.4360 eV
E_tot ... -28060.3818 eV
Total charge ... +1
Energy relative to the best compared isomer or geometry (same formula, charge and spin) ... 48.9 kcal/mol
LUMO level ... -3.82 eV

Last column: Löwdin charge in e.
Geometry (Å):
C -1.0818 0.5198 0.7144  0.139
C -2.8786 -0.5473 -2.9237  -0.056
C 1.7570 -1.2297 2.3246  -0.052
C 2.2000 1.2899 2.5929  -0.014
C 1.0679 2.2408 -1.0293  -0.058
C 1.5747 -0.1142 -1.9292  -0.029
C -2.9197 -1.6152 -1.7765  -0.127
C 2.1702 0.0502 1.6332  -0.349
C 1.7651 0.9343 -0.7879  -0.367
N 0.0486 0.2519 0.6363  0.057
N 1.2862 0.3204 0.4630  -0.084
O -2.1368 -1.2923 2.0959  -0.075
O -4.1173 -0.2167 1.1439  -0.234
O -2.2601 -1.2887 -0.4454  -0.248
P -2.7010 -0.6222 0.8526  0.430
H -3.3147 0.4848 -2.7059  0.110
H -1.9665 -0.3238 -3.3760  0.033
H -3.5426 -0.9614 -3.6847  0.084
H 1.4410 -1.9786 1.6366  0.075
H 2.5174 -1.4775 3.0921  0.108
H 0.8506 -0.9508 2.8985  0.083
H 2.7461 2.0966 2.3184  0.028
H 2.5087 0.8561 3.6167  0.118
H 1.0893 1.6207 2.6766  0.111
H 1.5034 3.1360 -0.4925  0.101
H 1.0755 2.5030 -2.1729  0.128
H -0.0310 2.2001 -0.7435  0.078
H 1.4239 -1.2032 -1.5296  0.112
H 2.4013 -0.0687 -2.6662  0.087
H 0.5865 0.2087 -2.4101  0.082
H -2.3116 -2.5723 -1.9610  0.147
H -4.0019 -1.8658 -1.4841  0.143
H 3.2329 -0.1406 1.2344  0.170
H 2.8228 1.1243 -0.6038  0.144
H -2.8057 -1.3683 2.7924  0.128

---

Number 2 is which compound?
C9H20N2O3P

---

The highest E_tot belongs to which entry?
C14H16

---

What did the first record say?
ORCA calculation (the ωB97M-V functional and the def2-TZVPD basis) on 2 unconnected molecules or ions with the total composition C14H16 in a non-equilibrium geometry.

Summary:
SMILES string ... Cc1ccccc1.Cc1ccccc1
Kohn-Sham gap ... 9.8882 eV
E_tot ... -14777.0606 eV
Energy relative to the best compared isomer or geometry (same formula, charge and spin) ... 16.3 kcal/mol
LUMO level ... 0.95 eV

Last column: Löwdin charge in e.
Geometry (Å):
C -0.9198 2.0916 1.5767  -0.050
C 3.0807 0.6052 2.1783  -0.100
C 2.5901 1.6398 2.9694  -0.096
C 2.2198 -0.0344 1.3004  -0.085
C 1.2808 2.0830 2.8447  -0.058
C 0.9277 0.4452 1.1555  -0.055
C 0.4549 1.5550 1.8590  -0.277
H 4.0531 0.1864 2.4202  0.099
H 3.2236 2.1205 3.7081  0.100
H 2.5367 -0.8534 0.6663  0.102
H 1.0099 2.9308 3.4502  0.103
H 0.1758 -0.0361 0.5398  0.102
H -1.6711 1.3081 1.6493  0.085
H -0.9509 2.5045 0.5660  0.059
H -1.0814 2.9846 2.1851  0.078
C -1.6232 1.1252 -1.7856  -0.073
C -0.5511 -0.8755 -2.8694  -0.052
C -1.5408 -0.3417 -2.0340  -0.285
C -0.2667 -2.2280 -2.8259  -0.091
C -2.3083 -1.2046 -1.2595  -0.056
C -0.9087 -3.0538 -1.9116  -0.102
C -1.9536 -2.5518 -1.1444  -0.084
H -0.1321 -0.2584 -3.6476  0.111
H 0.5003 -2.6285 -3.4824  0.102
H -1.7000 1.8027 -2.6450  0.082
H -0.6526 1.4733 -1.4176  0.071
H -3.2169 -0.8328 -0.8029  0.109
H -0.5851 -4.0448 -1.6455  0.095
H -2.3665 -3.1958 -0.3854  0.098
H -2.3661 1.5265 -1.1082  0.070

---

The highest Kohn-Sham gap belongs to which entry?
C14H16